Arrangement a

The following is a quantum chemistry calculation of an isolated molecule of C5H8OS2, from OMol25.

The gap between HOMO and LUMO is 8.52 eV. The SMILES is O[C@@H](C(=S)S)C1CC1.

Cartesian coordinates (Å):
S (1.12186, -1.29808, -1.00445)
S (1.64157, 1.42799, 0.24119)
O (-0.36550, -1.25608, 1.86134)
C (0.79286, -0.10190, 0.07010)
C (-1.69799, -0.12186, 0.25270)
C (-2.21617, 1.19888, -0.33545)
C (-1.85837, 0.11286, -1.27109)
C (-0.39333, -0.15070, 1.03863)
H (-0.43937, -2.03087, 1.33694)
H (-0.33898, 0.71107, 1.67942)
H (-1.51571, 2.02960, -0.27309)
H (-2.48352, -0.71655, 0.71164)
H (-0.94150, 0.14338, -1.85752)
H (-2.65111, -0.43041, -1.84686)
H (2.56367, 1.10488, -0.69712)
H (-3.24636, 1.53540, -0.26131)

=====

Arrangement b

The following is a quantum chemistry calculation of an isolated molecule of C5H8OS2, from OMol25.

The gap between HOMO and LUMO is 9.37 eV. The SMILES is O=C1CCCC1(S)S.

Cartesian coordinates (Å):
S (-1.39474, 1.30664, 1.14828)
S (-2.42533, -0.39241, -1.12911)
O (-0.69622, -2.24746, 0.62768)
C (1.27771, 0.69947, -0.11753)
C (-0.09695, -1.22244, 0.50991)
C (1.29827, -0.67236, 0.54941)
C (0.01681, 0.77200, -0.96331)
C (-1.07680, 0.18069, -0.20754)
H (2.37466, 0.83540, -0.66291)
H (-1.80123, 0.33270, 1.91853)
H (0.39992, 0.39798, -1.93103)
H (1.17340, 1.49374, 0.63463)
H (-2.31482, -1.65828, -0.73804)
H (-0.09882, 1.90288, -1.22256)
H (1.42264, -0.47807, 1.67110)
H (1.94150, -1.25049, -0.08753)

=====

On energetic grounds, arrangement a is preferred over the next structure by 30.9 kJ/mol.

=====

Arrangement a

The following is a quantum chemistry calculation of a structure of composition C9H21Cl2O5P2Tl, from OMol25.

The gap between HOMO and LUMO (alpha / beta) is 6.40 / 6.40 eV. The charge is +2.

Cartesian coordinates (Å):
Tl (2.17384, 3.02385, -0.30920)
Cl (0.32207, 4.46640, -0.26356)
Cl (-0.25531, 1.62853, 1.09997)
P (-1.56076, -0.37295, -1.12857)
P (0.28559, -1.67128, 1.31989)
O (1.01522, -0.90150, -1.12546)
O (-0.41857, -3.10039, 1.25218)
O (1.78227, 2.77452, -3.45646)
O (-0.13668, -0.96207, 2.62174)
O (1.80269, -1.94679, 1.64107)
C (-1.44264, -0.49042, 3.03026)
C (0.24598, -4.26645, 1.81727)
C (2.48368, 3.52604, -2.75554)
C (3.08886, 4.86787, -2.66194)
C (-2.95460, -0.24073, -0.02902)
C (-1.90303, -1.67397, -2.34572)
C (2.54033, -0.99270, 2.46504)
C (-1.29752, 1.08685, -2.08320)
C (0.01908, -0.95065, -0.33062)
H (-3.16222, -1.18925, 0.48553)
H (-1.52377, 0.58770, 2.81202)
H (1.06063, -4.60610, 1.16038)
H (2.35571, -1.21545, 3.52563)
H (-1.27545, 1.96453, -1.44289)
H (2.21591, 5.54899, -2.77249)
H (-2.18910, -2.61405, -1.85005)
H (3.60610, -1.15578, 2.26009)
H (-0.51857, -5.05890, 1.91054)
H (3.57641, 5.11048, -1.67463)
H (-1.55182, -0.66334, 4.11285)
H (-2.76566, 0.54851, 0.70829)
H (3.77938, 4.87081, -3.52871)
H (2.24587, 0.04741, 2.22277)
H (-3.84789, 0.03529, -0.61057)
H (-0.35603, 1.02346, -2.62040)
H (-2.24639, -1.01559, 2.48724)
H (-2.73088, -1.33655, -2.99491)
H (-2.10014, 1.19512, -2.81822)
H (-1.00405, -1.84030, -2.95829)
H (0.64145, -4.04117, 2.82772)

=====

Arrangement b

The following is a quantum chemistry calculation of a structure of composition C9H21Cl2O5P2Tl, from OMol25.

The gap between HOMO and LUMO is 8.02 eV. The charge is +2.

Cartesian coordinates (Å):
Tl (0.43364, 1.15183, -2.22085)
Cl (-1.16711, -0.85488, -1.09339)
Cl (0.33402, -0.86394, -4.18053)
P (1.12303, -1.51359, 0.99079)
P (-1.15609, 1.01498, 1.43401)
O (-2.58016, 0.58057, 0.96882)
O (2.69215, 0.34442, -3.80368)
O (1.46981, 1.05380, 1.19591)
O (-1.20780, 1.08526, 3.02853)
O (-1.02942, 2.47638, 0.85074)
C (2.58345, -1.50835, 2.04326)
C (1.91117, -0.02232, -4.66017)
C (-0.07463, -2.66251, 1.65237)
C (0.49558, 0.26015, 1.11971)
C (2.03625, 0.00902, -6.13500)
C (1.82075, -1.83838, -0.63703)
C (-1.35123, 2.38070, 3.66095)
C (-3.25983, -0.65360, 1.28796)
C (-1.94603, 3.18629, -0.02843)
H (-0.52109, 3.04431, 3.38040)
H (0.38314, -3.66383, 1.69398)
H (2.94101, 0.54916, -6.41953)
H (-0.96548, -2.68860, 1.01144)
H (-2.69829, -1.30733, 1.97510)
H (2.11301, -1.02729, -6.49222)
H (-1.48498, 4.16679, -0.18417)
H (2.41972, -0.98218, -0.99099)
H (-2.92508, 3.29100, 0.46213)
H (-4.22527, -0.38769, 1.73211)
H (3.04420, -2.50495, 2.02691)
H (2.30586, -1.24969, 3.07045)
H (1.16255, 0.51552, -6.57328)
H (-0.36687, -2.37227, 2.67305)
H (-2.06300, 2.68509, -1.00305)
H (-1.30647, 2.18270, 4.72486)
H (-3.40057, -1.18187, 0.33972)
H (-2.31980, 2.81906, 3.37458)
H (2.47015, -2.72678, -0.56966)
H (3.29062, -0.76380, 1.65630)
H (1.01911, -2.02317, -1.36212)

=====

On energetic grounds, arrangement b is preferred over the next structure by 264.3 kJ/mol.

=====

Arrangement a

The following is a quantum chemistry calculation of an isolated molecule of C10H21N3O4, from OMol25.

The gap between HOMO and LUMO is 10.01 eV. The SMILES is C[C@@H](O)[C@H](N)C(=O)N[C@@H](CCCCN)C(=O)O.

Cartesian coordinates (Å):
O (2.46064, 3.37137, 0.10284)
O (-4.45094, -1.17343, -0.63071)
O (0.33495, 3.88210, -0.30762)
O (-1.36022, 0.66944, 1.58438)
N (4.19807, -1.69405, 1.26916)
N (-2.19347, -0.20577, -1.73566)
N (-0.44447, 1.32900, -0.40057)
C (4.12388, -1.58308, -0.17689)
C (-2.65091, 0.31042, -0.43755)
C (2.70740, -1.81958, -0.68350)
C (-3.54992, -0.64247, 0.34006)
C (1.93900, 0.60742, -0.42766)
C (1.66532, -0.86357, -0.10314)
C (-4.30754, 0.03334, 1.47124)
C (0.88569, 1.56080, 0.14532)
C (-1.43971, 0.77142, 0.36931)
C (1.32469, 3.02008, -0.02734)
H (-2.93243, -1.46932, 0.75834)
H (-3.20561, 1.22649, -0.67380)
H (2.90245, 0.95255, -0.01906)
H (4.52241, -0.60512, -0.58639)
H (3.81314, -0.88653, 1.70093)
H (-5.11894, -1.70320, -0.14107)
H (-1.79864, -1.15639, -1.59380)
H (2.00011, 0.73369, -1.49635)
H (-0.47030, 3.37019, -0.37528)
H (-3.01685, -0.34995, -2.34316)
H (-4.97016, -0.68881, 1.98621)
H (4.77121, -2.35253, -0.60353)
H (5.17450, -1.67834, 1.57406)
H (2.40261, -2.86122, -0.41629)
H (2.71695, -1.76079, -1.76876)
H (-3.63102, 0.44132, 2.22482)
H (-4.92847, 0.81610, 1.07786)
H (-0.51010, 1.14273, -1.37320)
H (0.77579, 1.38591, 1.22515)
H (0.65024, -1.12174, -0.49617)
H (1.61069, -1.00848, 0.98781)

=====

Arrangement b

The following is a quantum chemistry calculation of an isolated molecule of C10H21N3O4, from OMol25.

The gap between HOMO and LUMO is 9.56 eV. The SMILES is COCCCC[C@@H]1[C@@H](ON=O)O[C@H](N)[C@@H]1CN.

Cartesian coordinates (Å):
O (-1.00865, -2.79723, -3.62679)
O (1.85689, 1.88340, 2.16101)
O (1.75858, 4.44912, -0.24928)
O (2.57576, 2.55433, 0.11009)
N (-2.41620, 0.24131, 2.83499)
N (1.08226, 0.31118, 3.64931)
N (2.18083, 3.77791, 0.62184)
C (1.96966, 1.42724, 0.78167)
C (-1.87642, -3.47791, -2.74162)
C (-0.39377, 1.07973, 1.66801)
C (-1.23828, -0.18584, 2.01137)
C (-0.80202, -1.44140, -3.19745)
C (0.52015, 1.08529, 0.38501)
C (0.93549, 0.07650, -1.98492)
C (0.67887, -1.23540, -2.80209)
C (0.25201, -0.08431, -0.60037)
C (0.66780, 1.42353, 2.76977)
H (-1.13200, 1.87900, 1.51084)
H (0.20093, 1.98652, -0.18056)
H (-2.05817, 0.93804, 3.48349)
H (-0.84473, -0.12834, -0.73027)
H (2.02561, 0.09026, -1.79000)
H (0.52001, -1.03456, -0.09941)
H (-2.81309, -2.92709, -2.54045)
H (-0.68044, -0.93664, 2.58936)
H (0.13863, 2.15329, 3.41851)
H (-3.00262, 0.76919, 2.19311)
H (1.34604, -1.32007, -3.67568)
H (2.71765, 0.62578, 0.87790)
H (0.63502, 0.98890, -2.51814)
H (-1.38387, -3.76599, -1.79280)
H (-1.09656, -0.75737, -4.01417)
H (-1.50741, -1.26711, -2.36812)
H (1.02978, 0.62675, 4.60920)
H (-2.16405, -4.41173, -3.25710)
H (-1.66724, -0.68954, 1.13246)
H (2.06646, 0.15800, 3.47225)
H (0.92710, -2.06476, -2.11095)

=====

On energetic grounds, arrangement a is preferred over the next structure by 581.3 kJ/mol.